{
  "formula": "H31O16",
  "method": "ωB97M-V/def2-TZVPD",
  "orbital_gap_ev": 9.425,
  "e_above_lowest_kcal_mol": 75.0,
  "homo_energy_ev": -7.084,
  "charge": -1,
  "total_energy_ev": -33264.578,
  "species": ["O", "O", "O", "O", "O", "O", "O", "O", "O", "O", "O", "O", "O", "O", "O", "O", "H", "H", "H", "H", "H", "H", "H", "H", "H", "H", "H", "H", "H", "H", "H", "H", "H", "H", "H", "H", "H", "H", "H", "H", "H", "H", "H", "H", "H", "H", "H"],
  "positions_angstrom": [[4.08841, 0.41287, 3.21693], [2.32749, 0.55571, -2.12007], [-1.86620, 3.56650, -0.63234], [-5.08880, 0.22522, -0.60340], [0.25239, -0.76870, -1.86718], [-3.44486, 0.22729, 3.20281], [0.84851, 1.65794, 1.44647], [0.49364, -1.10388, 1.89109], [3.61139, 0.84224, 0.08761], [0.84560, 0.75209, -4.92898], [-1.51181, -2.84285, 1.74665], [-2.12927, -1.18691, -0.06742], [-2.80144, 2.82051, 2.91797], [4.12900, -2.09891, -0.41843], [-1.17303, -4.88610, -1.79730], [0.22470, 2.02183, -1.71213], [4.80183, -0.14401, 2.92364], [-1.00337, -4.25191, -1.08431], [1.30396, 0.01843, -4.52133], [-1.47019, 3.23942, -1.44744], [1.09407, -1.06941, 1.14529], [-1.51398, -0.84963, -0.73692], [-0.60378, -2.55371, 1.55696], [0.59218, -1.57744, -1.47781], [1.46568, 1.50734, 2.17138], [3.56122, 0.88186, 2.57609], [3.00933, 0.62306, -0.70417], [1.18878, 1.52652, -4.47442], [0.91641, 1.37424, -1.46095], [-2.03176, 3.00190, 2.36399], [3.74635, 1.79363, 0.06247], [-0.59132, -5.56704, -1.43361], [-2.57073, -1.94502, -0.44590], [-1.87004, -2.02222, 2.08642], [-2.53505, 2.00157, 3.37179], [3.23423, 0.54425, -2.40442], [-0.26794, -0.58255, 1.61168], [-2.69999, 0.64812, 2.78058], [-4.27528, 0.72296, -0.47936], [-2.69896, 3.15256, -0.42568], [3.42337, -2.09814, 0.22386], [-4.79148, -0.64133, -0.88385], [3.93960, -1.46186, -1.11198], [-4.08152, 0.95216, 3.20548], [1.13847, -0.28010, -2.20596], [-0.59121, 1.53630, -1.85091], [1.37542, 1.32516, 0.70711]]
}